ORCA calculation (wB97M-V/def2-TZVPD) on 2 unconnected molecules or ions with the total composition C5H14S.

DFT total energy in hartree: -597.0615
LUMO energy in eV: 1.03
Relative energy (zero: lowest compared OMol25 entry of this formula, charge and spin) in kcal/mol: 9.9
Gap between HOMO and LUMO in eV: 9.4

Positions of all 20 atoms, in Å:
C 0.3622 1.4093 -1.6804
C -0.1607 0.3470 -0.7385
S -1.9457 0.3585 -0.3730
C -2.7138 0.7095 -1.9487
H -0.3795 2.1581 -1.9283
H 0.7425 0.9674 -2.6015
H 1.2185 1.9117 -1.2309
H 0.0776 -0.6686 -1.0574
H 0.2520 0.3824 0.2652
H -2.2610 0.1613 -2.7692
H -3.7551 0.3988 -1.8479
H -2.6910 1.7602 -2.2228
C 0.8108 -1.2273 2.7242
C 2.0322 -1.2610 1.7932
H 1.0705 -1.2986 3.7810
H 0.3025 -0.2605 2.6603
H 0.0579 -1.9816 2.5312
H 2.8905 -1.6957 2.2906
H 2.2825 -0.2754 1.4175
H 1.8072 -1.8955 0.9354